ORCA calculation (wB97M-V/def2-TZVPD) on a cluster of 8 separate species, C27H44Cl21N6O2S2 in total at a distorted geometry.

CARTESIAN COORDINATES (ANGSTROEM)
Cl 0.91927 5.47122 -4.05554
Cl -3.77577 -0.06787 1.26761
Cl 5.20776 1.87044 -1.54759
Cl -9.10990 -5.04339 2.38314
Cl 2.81425 4.47773 -2.09231
Cl -4.54813 5.78200 0.21001
Cl -7.34868 -2.31813 -1.76423
Cl 2.43049 7.33761 -2.42297
Cl -7.08616 5.84341 1.60550
Cl -5.00366 4.03415 2.50017
Cl -3.26247 3.39597 -5.16595
Cl -5.31089 -2.93005 0.20384
Cl 7.57732 1.41252 -3.14878
Cl -4.77745 1.13254 -4.15982
Cl -9.28589 -2.14347 2.36651
Cl -5.13447 1.91572 -0.37115
Cl -6.01117 -4.89597 -1.81330
Cl -6.67949 0.05154 1.22473
Cl -6.99759 -3.44963 3.58430
Cl -2.34686 0.69169 -5.68918
Cl 7.60351 3.43759 -1.06932
S -0.59424 -3.21310 2.70553
S 0.39465 1.33617 5.29750
O 3.02446 -1.02697 -0.92037
O 9.10188 -0.80855 -0.62560
N 6.51256 -1.99828 -1.25372
N -3.08202 -1.56005 -2.04965
N 1.64373 2.34794 1.85581
N -0.52726 0.84209 2.75300
N 2.34251 0.59055 0.49241
N 2.12224 -0.62977 0.00639
C 7.51593 -0.22369 1.10850
C 7.41213 -2.42828 -0.16815
C 0.92463 -2.71223 -0.38165
C -0.14174 4.08761 1.46646
C 8.27866 -1.33633 0.40266
C -3.75450 1.73357 -5.47199
C 1.65582 5.75935 -2.48282
C 4.33907 -1.22497 -0.30784
C 6.63309 2.62129 -2.29252
C -3.29617 -3.56257 3.26631
C -1.83938 -1.38997 -2.85589
C 1.07201 3.36155 0.90340
C 1.47644 1.04277 1.35003
C 0.34976 0.30421 1.81607
C 0.15323 -0.96532 1.27931
C -1.02222 -1.79310 1.65650
C -5.35286 5.61310 1.76913
C -0.31260 -2.71385 -1.31745
C -2.11977 -4.16616 2.48505
C -1.47712 3.39186 1.11109
C -5.83867 -3.17839 -1.46647
C 5.11378 -2.31695 -1.05778
C -0.60985 -1.35013 -1.94244
C -0.10544 1.06280 3.87618
C 1.09567 -1.40114 0.32233
C -8.20603 -3.53536 2.29806
C -5.19762 0.99246 1.12616
H -1.90052 -0.41989 -3.33856
H -1.58998 -2.10567 0.78603
H 6.63226 -1.00747 -1.41788
H -2.15085 4.05984 0.58377
H -1.69106 -1.15964 2.22941
H 4.60833 -2.46853 -2.01331
H -5.19107 1.69311 1.95088
H -0.81793 -0.57811 -1.19968
H 0.73421 -3.43825 0.40805
H 2.63899 2.53442 1.89234
H 9.51078 0.00135 -0.31120
H 8.08438 -3.18232 -0.57838
H 6.84253 -0.64010 1.85634
H -1.92273 -5.18800 2.78777
H -2.85670 -1.48634 -1.06432
H -0.07636 4.18543 2.54532
H 4.85932 -0.27534 -0.30766
H -2.35144 -4.19539 1.42232
H -4.96731 6.37455 2.43313
H 5.01798 -3.24953 -0.51089
H 0.25629 -1.07594 -2.54714
H 6.97512 0.38270 0.38524
H -4.33369 1.71305 -6.38506
H -0.16444 5.09195 1.04703
H -1.18064 -3.14526 -0.83079
H 6.28619 3.35983 -3.00299
H 0.74595 2.86093 -0.00863
H 8.92286 -1.80666 1.15358
H -1.74785 -2.19297 -3.58126
H 1.83093 -3.02896 -0.87685
H 8.19547 0.44302 1.63546
H -3.91428 -2.91743 2.65109
H 0.87313 5.73915 -1.73620
H -3.66819 -0.75054 -2.22053
H -3.90153 -4.32692 3.74131
H -2.89977 -2.93864 4.06497
H 6.86848 -2.89851 0.65019
H -7.68368 -3.50670 1.35159
H -5.07058 -2.77403 -2.11467
H 1.85082 4.04968 0.59189
H -0.08377 -3.39053 -2.13802
H -1.33390 2.52430 0.46985
H 4.20413 -1.51979 0.73266
H -1.99862 3.09641 2.01457

The LUMO energy comes out at -3.9 eV. Its spin multiplicity is 1. The HOMO energy comes out at -11.0241 eV. Its charge is +1. Its gap between HOMO and LUMO is 7.166 eV. The calculation puts the largest force on an atom at 1.36 eV Å⁻¹.